Entry 1:
15
Properties=species:S:1:pos:R:3:forces:R:3:lowdin_charge:R:1 method="wB97M-V/def2-TZVPD" relative_energy_ev=3.677 e_homo_ev=-9.137 total_energy_ha=-304.7004 e_lumo_ev=0.38 orbital_gap_ha=0.3496
C 0.805667 1.675521 -0.670397 -0.11 0.46 -0.05 -0.201
C 0.286701 1.325678 1.522056 -0.03 1.72 3.68 0.076
C 0.195111 0.836433 0.318922 1.13 0.84 -0.59 -0.363
C 0.647861 -1.292462 -1.016444 0.66 -0.35 3.22 -0.056
C -0.322990 -0.444060 -0.083570 0.27 -4.20 1.78 -0.490
N 1.282557 2.533801 -1.260917 0.27 0.06 -0.63 0.171
N -1.640697 -0.416612 -0.513933 -2.33 0.07 0.56 0.016
H -0.150434 0.861849 2.437101 0.40 -0.13 -1.07 0.083
H 0.777460 2.314693 1.783488 -0.65 -1.29 -0.85 0.110
H 1.524550 -1.419845 -0.252867 -1.29 -0.38 -1.73 0.110
H 0.118222 -2.245802 -1.182440 0.56 0.22 0.11 0.066
H 1.091997 -0.964661 -1.961850 -0.65 0.76 0.25 0.072
H -0.470887 -1.307925 1.287040 1.13 1.93 -2.94 0.189
H -2.233903 -0.061910 0.298642 0.82 -0.64 -1.78 0.126
H -1.911216 -1.394699 -0.704831 -0.18 0.93 0.03 0.093

---

Entry 2:
25
Properties=species:S:1:pos:R:3:forces:R:3:lowdin_charge:R:1 method="wB97M-V/def2-TZVPD" total_charge=+1 relative_energy_ev=1.425 e_homo_ev=-14.201 total_energy_ha=-422.3403 e_lumo_ev=-2.57 orbital_gap_ha=0.4272
C 1.009330 -0.715439 0.849822 -0.73 -0.40 0.77 -0.214
N 0.327729 -1.971412 1.270266 -0.08 -0.63 1.40 -0.006
C -0.062621 0.332885 0.548690 -0.06 0.97 0.22 -0.345
N 0.511307 1.224894 -0.536925 0.55 0.29 -0.32 -0.021
C -0.466027 2.222753 -1.121147 1.30 0.40 0.77 0.009
C -0.437077 1.164174 1.793536 -0.27 0.81 -0.73 -0.030
H 1.706632 -0.322430 1.605886 -0.08 -0.17 -0.21 0.131
H 1.513446 -0.925938 -0.077700 0.45 -0.24 -0.07 0.091
H -0.118895 -1.907054 2.240562 0.93 0.03 -1.83 0.130
H 0.997152 -2.768686 1.326461 -0.61 0.98 -0.03 0.116
H -0.952786 -0.142096 0.086808 0.64 0.57 0.50 0.128
H 1.392703 1.694265 -0.167690 -1.42 -0.63 -0.75 0.204
H 0.745717 0.527874 -1.358312 0.08 0.08 0.79 0.108
H 0.021865 2.696964 -1.975186 0.00 0.04 0.19 0.102
H -1.308707 1.670247 -1.502627 -0.45 -0.05 0.26 0.100
H -0.679754 2.982395 -0.343848 -0.29 -0.52 -0.69 0.102
H -0.817030 0.500400 2.557902 -0.13 -0.09 0.23 0.081
H 0.414168 1.729429 2.215381 -0.11 -0.46 -0.25 0.097
H -1.217825 1.934212 1.578061 0.42 -0.79 0.15 0.090
H -1.819676 -2.576954 -1.169462 -1.81 -2.21 -1.23 0.073
H -0.806883 -2.171134 -0.136933 0.08 0.56 0.31 0.077
O -1.318996 -1.840903 -0.945120 2.09 1.12 0.74 0.026
H 0.863916 -0.888173 -2.983262 0.09 -0.14 -1.02 0.019
H -0.293795 -1.546877 -1.713782 2.06 1.68 -0.54 0.149
O 0.796100 -0.903394 -2.041380 -2.61 -1.20 1.34 -0.218

---

What did the second record say?
25
Properties=species:S:1:pos:R:3:forces:R:3:lowdin_charge:R:1 method="wB97M-V/def2-TZVPD" total_charge=+1 relative_energy_ev=1.425 e_homo_ev=-14.201 total_energy_ha=-422.3403 e_lumo_ev=-2.57 orbital_gap_ha=0.4272
C 1.009330 -0.715439 0.849822 -0.73 -0.40 0.77 -0.214
N 0.327729 -1.971412 1.270266 -0.08 -0.63 1.40 -0.006
C -0.062621 0.332885 0.548690 -0.06 0.97 0.22 -0.345
N 0.511307 1.224894 -0.536925 0.55 0.29 -0.32 -0.021
C -0.466027 2.222753 -1.121147 1.30 0.40 0.77 0.009
C -0.437077 1.164174 1.793536 -0.27 0.81 -0.73 -0.030
H 1.706632 -0.322430 1.605886 -0.08 -0.17 -0.21 0.131
H 1.513446 -0.925938 -0.077700 0.45 -0.24 -0.07 0.091
H -0.118895 -1.907054 2.240562 0.93 0.03 -1.83 0.130
H 0.997152 -2.768686 1.326461 -0.61 0.98 -0.03 0.116
H -0.952786 -0.142096 0.086808 0.64 0.57 0.50 0.128
H 1.392703 1.694265 -0.167690 -1.42 -0.63 -0.75 0.204
H 0.745717 0.527874 -1.358312 0.08 0.08 0.79 0.108
H 0.021865 2.696964 -1.975186 0.00 0.04 0.19 0.102
H -1.308707 1.670247 -1.502627 -0.45 -0.05 0.26 0.100
H -0.679754 2.982395 -0.343848 -0.29 -0.52 -0.69 0.102
H -0.817030 0.500400 2.557902 -0.13 -0.09 0.23 0.081
H 0.414168 1.729429 2.215381 -0.11 -0.46 -0.25 0.097
H -1.217825 1.934212 1.578061 0.42 -0.79 0.15 0.090
H -1.819676 -2.576954 -1.169462 -1.81 -2.21 -1.23 0.073
H -0.806883 -2.171134 -0.136933 0.08 0.56 0.31 0.077
O -1.318996 -1.840903 -0.945120 2.09 1.12 0.74 0.026
H 0.863916 -0.888173 -2.983262 0.09 -0.14 -1.02 0.019
H -0.293795 -1.546877 -1.713782 2.06 1.68 -0.54 0.149
O 0.796100 -0.903394 -2.041380 -2.61 -1.20 1.34 -0.218